{
  "formula": "C4H8F6KN3O4S2",
  "method": "wB97M-V/def2-TZVPD",
  "relative_energy_ev": 0.0000,
  "orbital_gap_ev": 9.631,
  "total_energy_ha": -2617.9701,
  "molar_mass_g_mol": 379.34,
  "spin_multiplicity": 1,
  "species": ["K", "F", "C", "F", "F", "S", "O", "O", "N", "S", "O", "O", "C", "F", "F", "F", "N", "C", "C", "N", "H", "H", "H", "H", "H", "H", "H", "H"],
  "coordinates": [[-0.155, 0.220, 0.000], [0.740, -4.318, -3.064], [-0.317, -4.056, -2.261], [-1.444, -4.347, -2.895], [-0.213, -4.777, -1.130], [-0.198, -2.223, -2.033], [-1.374, -1.877, -1.261], [-0.045, -1.669, -3.360], [1.140, -1.975, -1.144], [2.547, -1.297, -1.629], [2.308, 0.104, -1.800], [3.235, -2.060, -2.667], [3.374, -1.495, 0.053], [2.565, -1.195, 1.161], [3.716, -2.782, 0.140], [4.462, -0.747, 0.215], [-1.064, 1.565, 2.714], [-1.419, 2.983, 2.620], [-2.263, 3.358, 1.394], [-1.712, 3.125, 0.072], [-1.911, 0.973, 2.714], [-0.577, 1.378, 3.619], [-0.510, 3.563, 2.651], [-2.006, 3.290, 3.512], [-2.460, 4.422, 1.561], [-3.238, 2.775, 1.477], [-0.817, 3.619, -0.020], [-2.365, 3.443, -0.636]],
  "mulliken_charge": [0.8602, -0.2212, 0.6212, -0.1992, -0.2094, 1.1173, -0.7448, -0.6345, -0.5801, 1.0076, -0.6188, -0.5768, 0.6948, -0.2248, -0.2137, -0.2119, -0.4763, -0.6255, -0.5621, -0.4517, 0.2334, 0.2324, 0.3799, 0.3169, 0.3127, 0.3273, 0.2207, 0.2264]
}

---

{
  "formula": "C32H67Cl2N3O6PS3",
  "method": "wB97M-V/def2-TZVPD",
  "orbital_gap_ev": 8.917,
  "total_energy_ha": -4331.2304,
  "charge": 1,
  "molar_mass_g_mol": 787.98,
  "spin_multiplicity": 1,
  "species": ["C", "C", "C", "C", "C", "C", "C", "C", "C", "C", "O", "C", "S", "C", "C", "C", "C", "C", "N", "N", "C", "C", "C", "N", "P", "C", "O", "C", "C", "Cl", "C", "C", "Cl", "H", "H", "H", "H", "H", "H", "H", "H", "H", "H", "H", "H", "H", "H", "H", "H", "H", "H", "H", "H", "H", "H", "H", "H", "H", "H", "H", "H", "H", "H", "H", "H", "H", "H", "H", "H", "H", "H", "H", "H", "H", "H", "H", "H", "H", "H", "H", "H", "H", "H", "H", "C", "C", "C", "S", "O", "O", "C", "H", "H", "H", "H", "H", "H", "H", "H", "C", "C", "C", "S", "O", "O", "C", "H", "H", "H", "H", "H", "H", "H", "H"],
  "coordinates": [[6.637, -4.561, 0.967], [7.509, -3.311, 1.115], [6.768, -2.019, 0.768], [7.503, -0.760, 1.238], [7.360, 0.454, 0.318], [5.934, 0.781, -0.128], [5.041, 1.288, 1.020], [3.980, 0.292, 1.527], [2.545, 0.722, 1.207], [2.302, 0.878, -0.302], [2.948, -0.143, -1.043], [2.278, -1.376, -1.153], [3.345, -2.677, -0.422], [0.922, -1.430, -0.432], [0.288, -2.835, -0.529], [0.463, -3.734, -1.759], [0.056, -5.189, -1.427], [-1.213, -5.692, -2.132], [-0.874, -6.659, -3.174], [0.002, -0.195, -0.732], [-0.887, 0.119, 0.491], [-1.446, -0.951, 1.433], [-2.805, -1.609, 1.166], [-3.797, -0.606, 0.763], [-1.021, -0.122, -2.347], [-2.374, -1.295, -2.231], [-0.016, -0.929, -3.350], [0.895, 1.051, -0.923], [0.309, 2.486, -0.723], [0.271, 3.100, 0.961], [-0.958, 2.921, -1.497], [-0.737, 4.266, -2.177], [-2.444, 3.013, -0.498], [6.980, -5.374, 1.607], [6.642, -4.930, -0.060], [5.598, -4.351, 1.237], [8.359, -3.401, 0.433], [7.916, -3.245, 2.126], [6.611, -1.980, -0.316], [5.769, -2.064, 1.212], [7.192, -0.500, 2.255], [8.570, -0.994, 1.314], [7.760, 1.335, 0.828], [7.987, 0.308, -0.566], [6.003, 1.549, -0.902], [5.471, -0.086, -0.607], [4.544, 2.214, 0.716], [5.683, 1.575, 1.856], [4.183, -0.712, 1.155], [4.031, 0.237, 2.616], [1.836, 0.047, 1.688], [2.400, 1.690, 1.677], [2.814, 1.794, -0.609], [2.168, -1.616, -2.206], [3.876, -3.089, -1.579], [1.136, -1.295, 0.626], [0.740, -3.384, 0.300], [-0.761, -2.775, -0.266], [1.499, -3.719, -2.092], [-0.130, -3.394, -2.602], [-0.072, -5.297, -0.348], [0.869, -5.861, -1.705], [-1.783, -4.835, -2.524], [-1.859, -6.195, -1.411], [-0.161, -6.287, -3.790], [-1.676, -6.887, -3.747], [-1.706, 0.747, 0.135], [-0.233, 0.727, 1.107], [-0.704, -1.708, 1.691], [-1.582, -0.381, 2.358], [-2.766, -2.417, 0.440], [-3.094, -2.084, 2.106], [-4.478, -1.031, 0.145], [-4.331, -0.326, 1.577], [-3.119, -0.875, -1.558], [-2.788, -1.249, -3.245], [-2.155, -2.325, -2.004], [0.526, -0.324, -3.875], [1.143, 1.048, -1.991], [1.098, 3.100, -1.157], [-1.221, 2.171, -2.231], [-1.553, 4.464, -2.869], [0.197, 4.268, -2.742], [-0.704, 5.075, -1.450], [-8.146, -3.311, 4.427], [-8.545, -3.925, 3.078], [-7.617, -3.329, 2.013], [-6.082, -2.936, 2.865], [-5.892, -1.502, 2.842], [-5.020, -3.799, 2.409], [-6.626, -3.414, 4.500], [-8.614, -3.828, 5.262], [-8.449, -2.263, 4.469], [-8.417, -5.008, 3.115], [-9.588, -3.726, 2.836], [-7.382, -4.017, 1.206], [-8.000, -2.394, 1.609], [-6.160, -2.749, 5.224], [-6.293, -4.439, 4.659], [-2.172, 10.310, -0.611], [-3.084, 9.081, -0.491], [-2.922, 8.265, -1.778], [-1.256, 8.604, -2.373], [-1.342, 9.289, -3.636], [-0.436, 7.421, -2.258], [-0.826, 9.785, -1.098], [-2.071, 10.834, 0.337], [-2.581, 11.012, -1.341], [-2.778, 8.482, 0.369], [-4.125, 9.364, -0.340], [-3.015, 7.192, -1.628], [-3.602, 8.591, -2.563], [-0.177, 10.537, -1.539], [-0.295, 9.240, -0.317]],
  "mulliken_charge": [-1.0773, -0.7306, 0.2259, -0.6627, -1.2999, -0.2647, -1.1459, 0.1152, -0.8422, -0.0341, -0.4601, -0.6590, -0.2245, 0.2120, -2.0838, -0.2428, -1.2941, -0.3424, -0.6831, 1.2297, 0.3403, -1.5249, -0.4661, -0.4646, 0.3513, -0.7249, -0.5538, -0.9404, -0.3808, -0.1376, 0.4618, -1.7385, -0.1773, 0.3538, 0.2458, 0.2249, 0.3807, 0.3923, 0.2134, -0.0259, 0.2986, 0.4696, 0.3513, 0.3843, 0.4387, 0.0537, 0.5057, 0.6947, -0.6214, 0.5714, 0.3529, 0.2960, 0.8567, 0.8077, 0.1859, 0.2628, 0.9746, 0.0141, 0.3621, 0.3704, 0.4324, 0.5104, 0.2761, 0.2792, 0.2058, 0.2373, -0.0358, 0.2584, 0.2511, 0.7692, 0.2330, 0.2095, 0.2609, 0.2262, 0.0569, 0.5731, 0.0819, 0.3676, 0.2621, 0.9423, 0.1154, 0.4739, 0.4003, 0.4007, -0.5788, -0.6228, -0.7552, 1.3117, -0.6879, -0.6945, -0.7859, 0.3587, 0.2897, 0.3032, 0.3278, 0.3932, 0.3827, 0.3990, 0.3796, -0.5836, -0.6222, -0.5373, 1.0774, -0.6673, -0.6020, -0.6924, 0.3421, 0.3030, 0.2949, 0.3235, 0.2707, 0.3548, 0.3896, 0.3456]
}